Density functional theory data (ωB97M-V with the def2-TZVPD basis set) for 11 unconnected molecules or ions with the total composition C38H79N5O24P6.

```
152
Properties=species:S:1:pos:R:3:forces:R:3:mulliken_charge:R:1
C 1.7316 2.3958 2.4996 -0.52 1.48 -0.28 1.11
N -5.1847 -4.1207 2.2861 -0.04 0.92 -0.98 0.07
H 0.8121 0.6371 -4.8847 0.02 -0.07 0.04 0.30
C -5.1326 0.3402 -0.4242 0.01 2.12 0.97 -0.52
H -2.4285 0.1382 -3.9746 0.23 -0.12 -0.03 -0.24
C -8.4159 0.1168 -2.7843 -2.18 0.98 -1.54 -0.77
P -0.4206 2.6143 -2.4697 -1.04 -0.17 -0.75 -0.81
C 5.3509 2.1460 -0.9513 1.16 -2.76 1.16 -0.90
H -3.6492 3.1966 -1.7697 -0.21 0.62 0.42 0.21
O 0.4318 -0.2435 -0.0462 -0.68 1.13 2.04 0.30
H 3.8837 6.8817 3.8673 -0.57 0.26 -0.46 0.37
C 3.2267 1.4920 9.0748 0.05 0.64 -0.88 -0.66
C 5.5818 5.9445 2.9546 0.32 -0.74 -0.08 -0.88
P -1.5918 -3.1045 -4.4725 0.49 -0.86 -2.34 0.59
H -3.7947 -5.7398 -4.9160 -0.09 0.27 0.03 0.27
H -2.4099 -5.3517 -2.5992 -0.01 -0.03 0.21 0.35
H 4.3448 4.4624 0.4492 -0.10 0.09 -0.01 0.52
P 0.0508 0.7390 1.2291 1.22 -0.79 -0.06 0.12
P -6.3918 -1.3305 -2.0248 1.54 -0.10 -0.18 0.48
C -1.6624 -4.6219 -2.2883 -0.35 0.39 -0.04 -0.18
H -1.2935 3.7878 -5.6216 -0.16 0.41 0.19 0.32
H -0.3185 -1.5434 -1.4603 0.32 0.17 0.07 -0.08
H -0.1892 7.0022 2.3229 0.09 -0.03 -0.36 0.46
P 3.9702 -2.6646 -3.8409 -1.91 -0.19 -0.59 0.48
C 4.1199 1.6927 -0.4107 2.66 1.45 -1.21 -0.87
O -3.0753 -3.7642 -4.9268 1.61 1.15 1.31 -0.19
H 4.3355 0.5689 -5.2406 -0.42 -0.21 -0.16 0.30
C 4.4849 -0.1451 -4.4307 0.49 1.19 0.11 -0.47
H 3.3208 4.4400 -1.9791 0.06 0.04 0.19 0.45
O 2.5039 -2.7662 -3.0741 1.68 1.00 -2.76 0.32
H 3.3337 -3.9992 2.1211 0.11 0.25 -0.42 0.43
H 3.9168 0.8139 0.1833 -0.39 0.29 -0.13 0.59
C 2.4917 -1.1987 5.2404 -1.54 -0.16 -0.42 -0.42
O -1.3166 1.3724 1.1368 2.10 -1.17 0.33 -0.75
H -5.4181 -2.0737 1.5913 -0.13 -0.30 0.04 0.41
C 3.9093 3.6612 -1.5169 -1.94 0.00 -0.05 -1.21
N -1.3526 4.0219 1.8993 0.15 0.20 -0.50 0.40
O 4.6940 1.8775 6.1326 -0.86 -1.65 0.76 -0.40
H -0.8038 -2.0292 0.1477 0.50 0.27 0.55 -0.05
H 2.8202 0.9654 9.9383 0.33 -0.34 -0.27 0.23
O -5.1406 -0.3151 -1.6579 -1.48 -1.76 -1.55 0.12
C -0.5644 5.9906 2.3710 1.38 2.32 -1.10 -0.59
O 3.7638 -1.3193 -4.7021 -0.37 -1.84 -0.16 -0.21
H -7.8874 -2.7863 0.5192 -0.13 0.64 -0.30 0.37
H 2.5560 5.7979 1.6490 0.10 0.03 -0.06 0.46
H -7.8824 -0.0263 -3.7240 -0.38 0.42 -0.22 0.37
C -3.6172 -2.5980 2.7704 -1.31 -0.14 -0.04 0.39
O 3.9283 -3.8877 -4.9559 0.31 1.82 1.83 -0.34
O -0.1130 1.1711 -3.1618 -2.10 2.02 1.66 0.73
H -0.9244 -4.2018 1.3350 -0.02 -0.44 0.25 0.68
H -5.0486 1.4133 -0.5957 -0.37 0.25 -0.46 0.17
C -2.6836 3.3219 -1.2798 -0.27 0.02 0.44 -0.73
O 1.3832 1.6991 1.3135 -2.00 -2.48 -1.51 0.30
H 5.5660 -0.2832 -4.4111 -0.07 -0.37 0.42 0.33
H 5.4967 3.3154 4.9059 -0.06 0.09 0.40 0.25
H 5.9317 1.7336 4.4220 -0.50 -0.59 0.01 0.30
C 2.3996 -4.2008 1.6177 -0.86 1.62 1.56 -1.33
H 4.1135 0.3203 -3.5177 0.30 -0.03 0.17 0.08
O 0.3256 -0.2433 2.5279 -1.23 1.05 -0.55 0.42
H 6.3335 1.6983 -0.9760 -0.20 -0.67 0.59 0.49
H 3.0516 -5.8067 0.4535 -0.68 -0.20 -0.16 0.25
H -3.7714 -0.9655 -3.6769 -0.13 0.16 -0.27 -0.06
H 2.5188 3.0596 2.1420 0.25 -0.07 0.51 -0.51
H 4.1704 1.9971 9.2810 -0.25 0.11 0.42 0.27
H -0.7330 5.3691 0.2801 -0.07 -0.48 0.05 0.34
H -2.4062 -4.0600 3.9953 0.05 0.05 -0.22 0.45
H 0.4514 -6.1723 0.0814 0.18 0.00 -0.23 0.47
H 2.6063 -2.9177 -1.0303 0.11 0.80 0.00 0.39
H 4.2286 2.4341 4.1874 0.15 -0.51 -0.30 -0.13
H 1.6448 0.1534 -3.3835 -0.26 -0.22 0.01 0.07
H 2.4735 2.2025 8.7344 0.06 0.17 0.13 0.30
C -3.2515 -5.0441 -5.5555 1.12 0.39 -0.44 -0.81
H -3.7371 -4.8890 -6.5190 -0.35 0.04 0.25 0.31
O 5.1106 -2.6346 -2.9255 -0.12 -0.54 -0.44 -0.72
O -6.2240 -2.1385 -3.2706 -0.58 2.07 1.40 -0.70
C -4.8393 -2.8039 2.1374 0.61 0.60 0.16 -1.11
O 0.5822 3.1269 -1.5208 -0.72 -0.17 -0.69 -0.56
H -1.1489 0.7819 3.6095 -0.19 -0.27 0.19 0.23
C -0.8117 5.3818 3.5598 -1.09 -1.66 1.95 -0.43
H 5.9533 3.9167 -2.1459 0.11 -0.25 0.10 0.51
N 3.2754 2.6841 -0.7838 -0.96 -0.11 0.21 1.89
H 2.0253 1.8076 3.3689 -0.05 -0.33 -0.28 -0.21
C 5.7045 5.0482 1.9034 1.15 1.10 0.88 -0.27
H -3.1737 -1.6177 2.8646 0.21 -0.17 0.02 0.52
C -1.6308 3.3582 -4.6783 0.26 -2.12 -1.67 -0.61
H 2.7359 -2.2573 5.3289 0.41 0.17 -0.01 0.38
H 0.2770 0.2789 4.5573 0.01 0.20 -0.18 0.12
H 3.3237 -3.3315 -6.8957 0.69 -0.30 0.00 0.30
N 4.5210 5.0200 1.2727 -0.89 -0.49 -0.33 0.06
H 0.8996 -2.8441 2.6461 0.58 0.18 -0.04 0.36
H -1.4909 2.2856 -4.8126 -0.33 -0.30 -0.49 0.09
H -2.9380 -1.0157 -5.2485 0.06 0.11 -0.03 0.44
C -7.3332 -3.1061 -0.3633 -0.99 -1.00 -0.35 -0.98
O -1.9729 -1.8121 -3.6144 1.33 -2.71 0.66 0.45
H 0.8692 3.0287 2.7087 0.19 0.14 0.66 -0.43
C 5.0980 2.3037 4.8319 -0.17 1.11 -0.14 -0.13
H 6.5798 4.5013 1.5854 -0.22 0.03 -0.27 0.42
H -2.7175 3.0876 -0.2158 -0.36 -0.12 -0.14 0.03
C -0.8155 5.1507 1.3346 -0.73 -0.07 -0.05 -0.51
H -2.7101 3.4599 -4.5647 0.12 0.79 0.78 0.25
H 2.2860 2.6486 -0.5839 -0.14 0.28 -0.21 -0.36
H 3.1093 -4.2897 -1.7540 -0.24 -0.58 -0.85 0.40
H 6.3326 6.3067 3.6413 0.11 -0.34 -0.07 0.43
O -6.3005 -2.2266 -0.7338 0.12 -0.03 1.02 0.11
C 5.2187 3.3242 -1.6207 -0.38 1.59 -0.83 -0.39
H -1.6253 3.2825 3.8679 -0.09 0.21 0.06 0.36
H 1.7257 1.7997 -3.8998 -0.11 0.27 -0.05 0.44
O 2.1386 1.8552 6.1232 0.31 -1.27 0.15 -0.65
H 1.6229 -1.0136 5.8720 -0.10 -0.06 0.09 0.36
O -0.9231 -4.2052 -3.4487 -0.57 1.64 -1.03 -0.24
H -6.0481 0.2327 0.1575 0.14 -0.45 0.06 0.41
H -1.6039 3.1931 1.3797 0.21 -0.16 0.33 0.09
C -1.3497 4.1337 3.2630 0.42 0.16 -0.15 -0.70
H -2.2743 4.3298 -1.3475 -0.07 0.02 -0.44 0.37
C 3.5949 5.7868 1.9439 -0.52 -0.70 -0.68 -0.64
H -5.9921 -4.5835 1.8935 0.26 0.27 0.06 0.23
H -0.6471 5.8204 4.5329 -0.10 -0.21 0.00 0.43
C 1.0606 0.9367 -3.8666 1.73 -0.22 -0.72 -0.88
H -9.4112 -0.3275 -2.7949 -0.09 -0.23 -0.69 0.24
H -0.9883 -5.0307 -1.5356 0.19 -0.09 -0.38 -0.23
C 4.2293 6.3341 3.0029 0.64 0.72 1.25 -0.47
P 3.3270 1.0255 6.4328 1.52 0.86 -0.36 1.10
H 2.2089 -0.9480 4.2180 -0.09 -0.36 -0.13 0.01
C -0.6048 -1.1610 -0.4806 -0.44 0.18 -0.86 -0.15
O 3.5252 0.6024 7.9808 -0.36 -0.55 -1.41 -0.34
H -2.2766 -5.4601 -5.8098 0.07 -0.22 0.17 0.31
H -2.1435 -3.7537 -1.8379 -0.21 -0.04 0.04 0.17
H -0.8717 -0.9649 4.0820 -0.23 0.12 -0.24 0.20
H 2.0049 -3.5116 -5.8803 -0.01 0.32 1.07 0.10
O -1.9121 2.3325 -1.9180 2.30 -0.99 -0.92 0.72
H -8.6384 1.1448 -2.4982 0.57 0.32 -0.42 0.25
C -3.2426 -3.8374 3.3494 -0.22 -0.85 -0.58 -0.76
C 3.0065 -3.9143 -6.0309 -1.33 0.13 -0.90 -0.49
C -2.8084 -0.8632 -4.1770 -1.68 1.20 -0.39 -0.17
H 1.3520 -3.7825 -1.7131 0.00 -0.48 -0.74 -0.01
O -7.7578 -0.4848 -1.7716 3.30 -2.34 2.25 -0.29
N 2.2632 -5.2539 0.7582 -2.52 1.73 1.82 0.17
O 3.5488 -0.3620 5.5827 1.18 2.25 1.80 -0.33
H -1.5451 -0.6336 -0.6410 0.01 0.19 0.14 0.11
O -0.7107 -2.7387 -5.6471 -1.56 -1.22 2.31 -0.77
C 2.3819 -3.4964 -1.9263 0.13 -0.47 3.13 -0.72
C -0.4269 -0.0168 3.7794 0.63 0.07 -0.69 -0.70
C 0.8833 -5.3693 0.6602 -1.74 -1.42 -0.78 -1.17
H -4.2290 0.2298 0.1754 0.01 -1.19 -0.08 0.16
C 1.1179 -3.6581 1.9708 2.86 0.23 1.00 0.63
H 2.7781 -4.9479 -6.2909 0.66 -0.07 -0.07 0.30
H -7.9592 -3.2912 -1.2362 -0.52 0.23 0.23 0.38
H -7.0276 -4.1172 -0.0941 1.02 0.11 -0.17 0.22
C -4.1879 -4.7663 2.9247 -0.01 -0.30 1.26 -0.62
O -0.7253 3.6942 -3.6756 0.94 0.04 2.25 -0.30
C 0.1271 -4.4298 1.4277 2.04 -1.98 -2.93 -0.43
H -4.4090 -5.8055 3.1181 0.71 -0.05 0.31 0.43
```
Forces are in eV/Å.

Results
SMILES   COP(=O)(OC)OC.COP(=O)(OC)OC.COP(=O)(OC)OC.COP(=O)(OC)OC.COP(=O)(OC)OC.COP(=O)(OC)OC.c1cc[nH]c1.c1cc[nH]c1.c1cc[nH]c1.c1cc[nH]c1.c1cc[nH]c1
E_HOMO   -7.67 eV
LUMO energy   0.2 eV
Charge   0

***

Density functional theory data (ωB97M-V with the def2-TZVPD basis set) for a molecular structure, C25H61N4Na2O11.

```
103
Properties=species:S:1:pos:R:3:forces:R:3:mulliken_charge:R:1
Na -0.3429 2.3585 1.5706 -0.16 -0.30 -0.44 0.73
H -4.4130 4.2749 4.8062 0.21 0.98 -0.55 0.31
H 2.9360 -9.1233 3.1825 -0.15 0.62 0.19 0.33
H 2.0782 -2.7418 -1.4374 -0.60 1.05 0.41 0.19
C 4.7695 -2.6495 -1.5562 0.63 -0.73 -0.52 -0.80
H 0.2231 3.7990 -7.7873 -0.13 0.34 -0.16 0.29
H 3.0552 -2.1351 -0.0075 -0.14 0.00 -0.01 0.48
C 5.1700 4.7011 -3.1605 0.76 0.37 -0.16 -0.60
H 0.9131 -5.9768 1.2849 -0.16 -0.34 -0.08 0.32
H -4.5578 -4.1076 -4.0216 0.54 0.01 -0.36 0.29
H -1.7709 3.9969 3.4098 0.17 0.01 -0.26 0.08
H 1.8384 0.8036 -1.8804 1.33 0.18 -1.33 0.15
H -3.7651 3.0683 3.7112 -0.48 -1.02 0.80 0.37
C -0.4309 3.8493 -6.9167 1.42 0.50 1.53 -0.73
H -5.4883 -3.4033 3.3545 0.47 -0.60 -0.45 0.30
H -3.7681 -4.5937 2.2340 0.82 -0.75 0.28 0.47
H -2.4463 -1.9979 0.5176 -0.36 0.13 0.17 0.49
H 3.2122 4.9466 -2.2999 -0.19 -0.05 0.15 0.30
H 3.0321 -6.5703 3.4709 1.08 -0.09 -0.72 0.37
H 1.6536 2.4167 -6.1247 -0.21 0.26 -0.45 0.34
H -4.4491 -2.3466 -3.8957 0.05 0.22 0.21 0.27
H -3.0873 4.7529 8.6605 0.17 -0.32 0.44 0.21
H -1.1841 4.6356 -6.9670 0.19 -0.12 -0.13 0.24
H -4.1659 4.1140 0.6406 0.17 1.11 -0.81 0.47
H -0.7777 -1.8537 -1.3847 -0.44 0.76 0.53 -0.02
N -1.7668 -2.7177 0.3166 0.89 1.43 -0.46 -0.38
H -2.5157 3.0786 8.2390 0.11 -0.01 0.46 0.32
N -2.5267 4.6297 3.6298 -1.88 1.72 -0.04 -0.31
H -1.3800 4.4976 8.2418 0.13 -0.21 -0.10 0.22
H -4.4431 -1.9909 3.6861 0.16 -0.48 0.78 0.32
H 4.2919 -8.7384 2.0707 0.20 0.38 0.56 0.30
H -3.3248 3.1709 1.6404 -0.34 -0.28 0.93 0.29
O -4.0366 -2.6941 1.8610 0.02 -0.46 -0.74 -0.31
O -2.0563 3.9651 0.4395 0.70 0.45 -1.74 -0.43
C -1.5283 -2.5978 -1.1185 1.47 -0.70 -0.89 -0.32
H 1.5207 -7.3174 3.2565 -0.41 0.08 0.35 0.45
C -4.2875 -3.2831 -3.3619 -0.67 -1.30 -0.21 -0.76
C 2.3196 -6.8382 2.6907 -2.90 1.89 -0.92 -0.77
H -2.9288 -1.4815 -2.2874 -0.05 0.23 -0.16 0.47
O -2.9901 -3.4526 -2.8607 0.19 0.20 -0.16 -0.37
C 0.5720 0.6414 -0.8492 -2.61 -1.59 1.87 0.55
H 5.1528 -2.0905 -0.7026 -0.03 -0.44 0.59 0.33
H -5.7451 -1.8070 2.7172 -0.07 -0.23 -1.09 0.28
C -4.9723 -2.5500 2.9144 0.67 1.65 0.92 -0.85
H 7.1708 6.5385 -2.4650 -0.07 -0.12 -0.35 0.30
H -0.8761 2.8590 -6.8206 -0.23 0.09 0.31 0.32
H 1.1562 -5.0964 2.7782 -0.11 0.65 -0.10 0.39
H 7.6849 4.8004 -2.1603 0.21 0.15 -0.57 0.31
H 2.4618 2.1919 -3.9360 -0.61 -0.32 0.34 0.27
O -2.8483 4.4373 6.7245 0.50 -0.20 -0.95 -0.34
O -0.6029 0.7390 -0.4290 -1.51 1.48 -0.48 -0.89
H 4.4316 -1.8498 -2.2153 -0.29 -0.19 -0.55 0.29
C 1.9484 -4.0291 0.1796 -0.38 0.09 0.37 -0.48
C 3.2121 -8.8552 2.1627 1.06 -0.54 -0.76 -0.81
H -2.4399 -3.5432 2.9013 0.14 -0.12 0.13 0.30
O 0.9422 1.0943 -2.0650 0.02 0.06 0.70 -0.24
C -3.4873 3.8420 4.4270 1.51 -0.62 0.26 -0.54
H -1.4063 -4.5870 0.8812 -0.53 -0.85 -0.17 -0.05
C 2.7215 -2.9914 -0.5936 -0.42 -1.12 -0.64 -0.34
C -2.3984 4.1490 8.0699 -0.90 0.26 -1.65 -0.67
H 1.5855 -4.7508 -0.5523 -0.18 -0.21 -0.23 0.41
H 1.3796 3.5021 -3.2560 -0.76 -0.78 0.10 0.42
H 2.5742 4.9475 -4.5733 0.22 0.33 -0.08 0.26
H -2.5843 3.9615 -1.6725 -0.93 0.56 0.61 0.38
H 5.5645 -3.2505 -1.9977 0.26 0.56 -0.21 0.30
H -3.4707 2.6288 6.1893 0.49 -0.91 -0.30 0.40
H 3.0974 -9.8036 1.6378 -0.93 0.37 -0.80 0.27
H -1.0059 -3.4455 -1.5621 -0.14 -0.79 0.60 0.29
O 5.6559 5.1386 -1.9227 0.83 0.04 1.59 -0.29
H 7.2411 5.8127 -0.8497 -0.19 0.24 -0.01 0.24
C -2.8129 -2.4776 -1.8604 -0.45 0.59 -0.09 -0.50
C 1.6773 -5.6102 1.9703 0.03 0.15 1.85 -0.41
C -2.2306 3.3345 -0.8541 1.40 0.14 -0.67 -0.63
H -2.4912 6.0270 2.0983 0.00 0.02 -0.34 0.32
H 3.0639 -5.5022 0.7341 1.29 0.14 -0.15 0.31
H -4.9895 -3.4461 -2.5441 -0.34 0.66 0.23 0.32
N 3.0127 4.0827 -4.2908 0.83 0.60 0.29 -0.41
C 1.9314 3.1266 -4.1178 1.13 0.95 -0.80 -0.57
H 1.0532 -3.5364 0.5591 -0.14 0.12 0.27 0.16
Na -0.3879 -1.0723 1.7916 0.27 0.35 -0.69 0.50
C -3.2215 4.1551 1.1834 -1.35 -1.20 2.11 -0.40
O 1.3782 0.0035 -0.1663 2.51 -0.47 0.20 -0.61
C 1.0640 2.9378 -5.3704 0.45 0.07 2.93 -0.54
C 7.0158 5.6202 -1.8987 -1.03 -1.06 0.74 -0.78
H -2.6782 2.3417 -0.9010 -0.48 0.16 0.73 0.36
C 3.7127 4.2576 -2.9801 0.14 0.25 -1.76 -0.17
C -3.0721 -3.7766 2.0445 -1.29 0.55 -0.34 -0.59
H -1.7597 3.0365 5.5722 -0.09 -0.33 0.02 0.26
H 0.3478 2.2914 -4.8630 -0.69 -0.67 -0.97 0.33
O 2.5735 -7.6802 1.6213 1.81 -2.51 0.61 -0.32
N 2.6411 -4.7547 1.2657 -0.50 -0.63 -0.45 -0.54
H 5.7268 3.8644 -3.5823 0.27 -0.41 0.19 0.28
H 5.4856 5.5438 -3.7755 -1.32 0.14 -1.16 0.33
O 3.7867 -3.6244 -1.2773 0.88 0.72 0.93 -0.41
C -3.1525 5.2071 2.3788 1.85 -1.13 -0.52 -0.68
H -1.2368 3.1344 -1.2546 0.34 -0.09 0.56 0.05
O 0.4448 4.1501 -5.7219 -1.23 -0.94 -2.23 -0.35
C -2.7932 3.3464 5.7264 -1.16 1.38 0.97 -0.44
H -3.5912 -2.5912 -1.1058 -0.50 0.01 -0.02 0.24
H 3.7081 3.2401 -2.5892 0.25 0.22 0.60 0.16
H -3.0959 -4.4110 0.1018 0.53 -0.19 -0.90 0.27
C -2.2967 -3.9830 0.7070 -0.95 0.24 2.34 -0.26
H -4.1098 5.6832 2.5913 -0.08 -0.49 0.14 0.33
```
Forces are in eV/Å.

Results
E_HOMO (spin up / spin down)   -4.11 / -8.59 eV
Multiplicity   2
LUMO energy (spin up / spin down)   -0.1 / -0.3 eV
Charge   0

***

Density functional theory data (ωB97M-V with the def2-TZVPD basis set) for 2 unconnected molecules or ions with the total composition C5H12O.

```
18
Properties=species:S:1:pos:R:3:forces:R:3:mulliken_charge:R:1
C -2.5453 -1.1904 1.2815 0.02 0.02 -0.01 -0.89
H -1.4708 1.0265 -2.4402 0.10 0.00 0.13 0.26
O 3.0392 0.2458 0.9128 0.32 -0.03 0.03 -0.50
C 2.2430 0.1703 -0.2528 -0.28 -0.02 -0.35 -0.46
H -0.7847 2.2176 -1.1971 0.01 -0.16 -0.02 0.25
H 3.9621 0.1452 0.6522 -0.13 0.02 0.12 0.30
H -0.2040 -0.7917 -1.4367 -0.01 0.16 0.05 0.26
H -2.3650 -0.2766 0.7093 -0.04 -0.15 0.11 0.16
H -1.6360 -1.7980 1.2825 -0.15 0.08 0.00 0.20
H -2.8129 -0.9375 2.3106 0.03 -0.04 -0.16 0.27
C -0.1338 0.2146 -1.0180 -0.08 0.14 -0.12 -0.13
C 0.7897 0.3770 0.1553 -0.02 0.04 0.04 -0.46
H 0.6809 1.3732 0.5997 0.01 -0.13 -0.09 0.30
H 0.5469 -0.3555 0.9368 0.03 0.09 -0.12 0.22
H 2.5266 0.9427 -0.9848 -0.02 -0.10 0.14 0.31
H -3.3589 -1.7541 0.8179 0.12 0.08 0.09 0.29
C -0.8288 1.1994 -1.5805 0.09 -0.12 0.06 -0.68
H 2.3517 -0.8088 -0.7485 0.00 0.14 0.11 0.31
```
Forces are in eV/Å.

Results
SMILES   C=CCCO.C
E_HOMO   -9.79 eV
LUMO energy   1.0 eV
Charge   0

***

Density functional theory data (ωB97M-V with the def2-TZVPD basis set) for C5H10O in the gas phase.

```
16
Properties=species:S:1:pos:R:3:forces:R:3:mulliken_charge:R:1
H -1.8824 0.4187 -0.2707 0.13 -0.24 -0.54 0.37
H 0.5326 -1.8883 -2.1848 0.00 0.09 0.00 0.35
C 0.3107 -0.9587 -1.6557 0.01 -0.10 -0.02 -1.07
H -1.3393 -1.8874 -0.5681 0.16 -0.35 -0.07 0.27
H 0.1645 -1.7372 0.3699 -0.02 -0.17 -0.08 0.29
H -0.2373 -0.3053 -2.3485 -0.02 -0.17 0.20 0.31
C -0.0690 1.0876 0.5207 -0.30 0.11 0.64 -0.07
H 1.3201 0.1085 1.7650 0.37 0.02 -0.04 0.32
C -0.4767 -1.2518 -0.3688 -0.08 -0.42 0.13 -0.43
H 1.1060 1.8374 2.0276 0.26 -0.17 -0.05 0.33
C -0.9845 0.0204 0.2142 0.13 -0.34 -1.20 0.12
O -1.0640 0.3433 1.5574 0.44 1.84 -0.48 -0.54
H 2.1105 1.3225 0.6683 -0.17 -0.15 -0.09 0.35
H -0.1970 1.9738 -0.1296 -0.84 0.34 1.43 0.32
H 1.2680 -0.4653 -1.4395 -0.24 -0.10 0.06 0.26
C 1.2243 1.0648 1.2565 0.15 -0.20 0.09 -1.19
```
Forces are in eV/Å.

Results
SMILES   CC[C@H]1O[C@H]1C
E_HOMO   -9.69 eV
LUMO energy   1.1 eV
Charge   0

***

Which value of charge does entry 1 give?
0

***

Which value of charge does entry 4 give?
0

***

Number 1 is which compound?
C38H79N5O24P6